# 1
Formula: H26O13
Source: the OMol25 dataset
Level of theory: ωB97M-V with the def2-TZVPD basis set

Output
**Orbital gap**: 8.90 eV

Each line ends with the Mulliken charge.
Positions of all 39 atoms, in Å:
O1 4.69601 1.21916 -2.09587  -0.634
H1 -4.38179 -1.61580 -1.27952  0.301
O2 -2.46182 0.87603 2.93575  -0.626
H2 -4.33009 0.35318 1.36902  0.312
O3 1.60212 -2.14828 -1.81537  -0.570
H3 -3.34284 0.95927 3.31769  0.252
O4 -1.87109 -2.78571 0.15999  -0.460
H4 -0.29540 4.15463 1.08698  0.286
H5 2.84917 -1.38940 3.14077  0.291
H6 3.13078 -0.12456 0.34681  0.302
H7 -1.50218 2.11081 -2.43081  0.306
H8 0.77856 0.59768 -2.84720  0.334
H9 0.48622 -2.54010 1.65937  0.314
H10 -1.95042 3.07778 -1.34725  0.243
H11 -2.56065 1.22030 2.04094  0.399
O5 -4.26893 -1.15543 -2.11875  -0.614
H12 1.79610 -1.22296 -2.00286  0.261
O6 3.65219 -1.54768 2.63175  -0.598
H13 1.25278 -1.83321 0.55360  0.229
H14 -2.57236 -2.81175 -0.50071  0.233
O7 -3.43578 0.24597 1.02592  -0.617
H15 3.37721 -2.16731 1.94659  0.316
H16 2.45751 -2.58653 -1.88772  0.324
O8 -0.64730 -0.28283 -0.21797  -0.424
H17 4.49743 1.87872 -1.42168  0.323
H18 4.18717 0.45592 1.27262  0.294
H19 -0.79698 0.58909 0.16458  0.202
O9 -1.48727 2.24239 -1.47610  -0.500
H20 -3.58751 -0.49868 -1.93618  0.302
O10 0.36022 3.65736 1.58885  -0.613
O11 0.88663 0.99353 -1.97507  -0.613
H21 3.85494 1.08422 -2.54686  0.313
H22 0.30167 1.75939 -1.99103  0.237
H23 -0.12925 3.32570 2.35003  0.320
O12 3.23870 0.29773 1.20647  -0.574
H24 0.31145 -0.34304 -0.29647  0.236
H25 -1.69529 -3.71371 0.35208  0.271
H26 -3.53366 0.36574 0.07457  0.254
O13 1.13378 -2.69760 0.96306  -0.610



# 2
Formula: C5H8N2O
Source: the OMol25 dataset
Level of theory: ωB97M-V with the def2-TZVPD basis set

Output
**Orbital gap**: 9.64 eV

Each line ends with the Mulliken charge.
Positions of all 16 atoms, in Å:
H1 -1.40828 -0.81674 -2.62351  0.288
N1 -0.25698 -0.08387 -1.06184  0.157
H2 -1.84494 -1.56055 -1.09210  0.303
H3 -0.61695 -0.85478 0.89174  0.229
H4 -0.80838 1.16834 2.60449  0.313
H5 1.52093 1.18985 0.22212  0.346
H6 2.71892 -1.19620 -0.49869  0.378
C1 -0.13830 1.16184 1.76887  -0.387
C2 1.24803 0.25961 0.68080  -0.019
H7 0.14414 2.11324 1.43337  0.298
N2 0.84452 -0.82051 -1.38551  -0.609
H8 -2.36280 0.18146 -1.40274  0.293
O1 1.06645 0.44140 2.03181  -0.456
C3 -1.58275 -0.56320 -1.58764  -0.764
C4 1.71584 -0.74712 -0.42112  -0.327
C5 -0.23945 0.12723 0.43995  -0.044



# 3
Formula: C52H45MnN2OP2
Source: the OMol25 dataset
Level of theory: ωB97M-V with the def2-TZVPD basis set

Output
**Spin multiplicity**: 5
**Total charge**: +2
**Orbital gap (alpha / beta)**: 7.76 / 7.82 eV

Each line ends with the Mulliken charge.
Positions of all 103 atoms, in Å:
H1 0.59254 1.65936 3.67354  0.459
H2 -2.29300 -0.91166 -0.67898  0.502
H3 -4.56573 0.06269 2.26328  0.492
C1 -5.15755 1.28676 3.91750  -0.865
H4 -3.67325 -2.16723 -2.29213  0.487
H5 -5.50250 1.89225 -0.13353  0.547
H6 2.99817 5.99590 1.78132  0.437
H7 0.49648 0.10900 2.80480  0.227
C2 2.67847 -4.00340 0.06707  -0.215
C3 3.16944 -5.24949 0.40724  -0.739
C4 -1.71504 2.44159 -1.50253  -1.351
C5 3.59410 0.13299 -0.53805  0.272
H8 1.67000 7.45701 0.09128  0.442
C6 3.61937 -0.20019 0.81834  -0.182
C7 -3.78735 0.60413 -0.34760  0.214
C8 -2.31663 2.37318 -2.84868  -1.921
H9 0.59256 6.75509 -1.12108  0.322
C9 4.64582 -0.97916 1.32460  -0.641
C10 0.07909 3.58108 -0.74337  -0.052
H10 -1.99190 7.03524 0.41181  0.477
H11 -4.10476 6.02770 -0.34432  0.464
C11 3.09619 2.51486 -3.43825  -0.362
C12 -5.08848 1.02061 -0.62694  -0.422
H12 -0.88692 0.67408 3.72205  0.342
C13 2.43701 1.41189 -2.90145  0.511
C14 -3.36964 4.08078 -0.49358  -1.333
C15 -0.59553 1.68736 1.87753  0.908
C16 -5.04164 2.52911 4.52839  -0.552
H13 -4.28707 3.68816 -0.91574  0.549
C17 5.60892 -1.13801 -0.87715  -0.737
H14 -3.35229 2.03518 -2.79123  0.326
H15 -5.95773 -1.39556 -2.82810  0.441
C18 2.84879 5.11448 1.17313  -0.277
H16 4.87691 4.47512 1.42244  0.485
C19 1.60065 4.86239 0.61516  0.450
H17 3.28906 -3.28846 -0.46963  0.475
H18 1.40102 -0.43013 -3.33399  0.406
H19 -0.45813 -4.29884 1.38748  0.512
C20 -3.28048 -0.54974 -0.94367  -0.446
C21 3.22604 2.63718 -4.81447  -0.790
C22 -0.45975 2.99684 1.63666  -0.896
C23 1.36952 -3.67303 0.43136  0.220
H20 4.56233 2.39129 0.14822  0.548
C24 0.44218 5.84818 0.87130  1.429
C25 1.90859 0.43648 -3.74727  -0.542
H21 4.17762 -5.52573 0.13054  0.431
C26 2.70266 1.66243 -5.65246  -0.586
H22 3.50657 3.27662 -2.78647  0.506
C27 -0.95350 3.73051 0.39840  1.027
H23 -0.41662 6.98925 2.49068  0.443
C28 0.55330 -4.57405 1.12092  -0.552
C29 -2.02456 5.95647 0.33059  -0.570
C30 2.50956 2.80919 -0.33536  -0.360
H24 -6.87528 0.62132 -1.73701  0.477
H25 4.58315 -0.07940 -2.43699  0.458
H26 1.33703 6.99503 2.50713  0.544
C31 5.64146 -1.44951 0.47409  -0.716
C32 0.46403 6.37092 2.32073  -1.841
H27 1.64088 -0.19985 -5.77545  0.450
H28 -0.09834 4.35669 -1.49421  0.869
H29 0.44830 -6.52416 1.98895  0.419
H30 -2.92252 4.04121 2.37100  0.319
H31 -2.31581 3.35679 -3.33651  0.367
H32 2.75578 -7.12275 1.35949  0.425
H33 2.80731 1.76065 -6.72468  0.431
C33 -4.46957 1.02908 2.74417  -0.866
C34 -3.54209 3.26331 2.79942  -0.382
H34 4.67352 -1.21871 2.37961  0.471
H35 2.84982 0.17684 1.48534  0.420
H36 -0.04525 7.84410 0.11714  0.513
C35 4.59064 -0.33963 -1.38602  -0.648
C36 3.91558 4.25254 0.97961  -1.294
C37 -4.23806 3.51450 3.97081  -1.089
N1 -1.34513 0.83914 0.98640  -0.820
H37 0.08418 3.58626 2.36214  0.078
P1 2.25163 1.19030 -1.12216  2.444
H38 6.38721 -1.49790 -1.53677  0.454
C38 -5.34850 -0.83488 -2.13191  -0.593
H39 0.45810 5.56459 3.05513  0.227
O1 -0.31612 2.34974 -1.40214  0.908
C39 1.06358 -5.81408 1.45445  -0.667
C40 -0.05696 1.00587 3.09359  -1.738
H40 -1.75822 1.68355 -3.48249  0.340
C41 -2.24770 3.11555 -0.25972  3.079
C42 2.36532 -6.14809 1.09881  -0.338
C43 0.67307 7.04776 -0.07294  -1.766
C44 -5.86479 0.30098 -1.52269  -0.983
C45 3.74282 3.09042 0.25129  -0.667
C46 -0.93997 5.22859 0.59256  0.304
N2 0.47649 -1.34706 -0.19589  -0.593
P2 -2.75065 1.60459 0.70417  2.679
H41 -5.78687 0.52236 4.35228  0.450
C47 -3.26348 5.36776 -0.17549  -1.561
C48 -4.06153 -1.26647 -1.83590  -0.770
H42 6.44562 -2.05624 0.86968  0.435
H43 -5.58567 2.73148 5.44136  0.428
C49 1.45818 3.71774 -0.18530  -1.490
C50 -3.65595 2.01657 2.18411  0.648
H44 -4.15555 4.48198 4.44741  0.477
Mn1 0.04665 0.57772 -0.51659  0.345
C51 0.87413 -2.38870 0.08346  0.713
C52 2.04524 0.56039 -5.12061  -0.758
H45 3.73919 3.49301 -5.23195  0.451



Values for ΔE to the lowest compared entry with this formula, charge and spin, kcal/mol, ordered as above
105.78; 124.32; 59.28
Values for molecular weight, g/mol, ordered as above
234.195; 112.132; 830.831